# 1
Molecular formula: C4H9NO
Method: DFT, the ωB97M-V functional and the def2-TZVPD basis

Results
SMILES	CCC(=O)NC
lowest unoccupied orbital energy	0.91	eV
E	-7831.778	eV
energy above the lowest of the compared OMol25 structures with the same formula, charge and spin	52.3	kJ/mol
max |F|	1.178	eV Å⁻¹
HOMO-LUMO gap	10.4557	eV
E_HOMO	-9.6	eV

Geometry as XYZ:
```
15
Properties=species:S:1:pos:R:3:forces:R:3:nbo_charge:R:1
C -0.60849 0.53505 1.21573 0.27 0.74 0.87 -0.51
C -1.55205 1.38671 0.35442 -0.73 -0.88 -0.14 -0.61
C 0.63019 0.09437 0.46982 -0.21 -0.29 0.12 0.68
N 0.39654 -0.91244 -0.42611 0.55 -0.03 -0.49 -0.63
C 1.48065 -1.43107 -1.26336 -0.30 0.75 0.38 -0.42
O 1.74075 0.53815 0.67687 0.11 0.09 0.06 -0.62
H -1.06784 -0.32847 1.68347 -0.46 -0.42 -0.52 0.22
H -0.30170 1.08015 2.11521 0.27 0.25 -0.41 0.23
H -1.41717 2.46082 0.46152 0.16 -0.10 0.01 0.22
H -1.44442 1.10473 -0.69525 0.14 0.27 -0.07 0.20
H -2.59750 1.13032 0.57422 0.20 0.32 0.17 0.21
H -0.53766 -1.06470 -0.77258 0.00 0.03 0.32 0.39
H 1.38806 -2.50370 -1.30231 0.24 -0.35 -0.18 0.20
H 2.42695 -1.10508 -0.84148 -0.02 -0.28 0.30 0.24
H 1.46370 -0.98485 -2.25016 -0.21 -0.11 -0.41 0.19
```
Forces are in eV/Å.

=====

# 2
Molecular formula: C28H35MnN5P2S
Method: DFT, the ωB97M-V functional and the def2-TZVPD basis

Results
lowest unoccupied orbital energy (alpha / beta)	-2.00 / -2.05	eV
<S²>	8.78
E	-97781.453	eV
2S+1	6
energy above the lowest of the compared OMol25 structures with the same formula, charge and spin	82.6	kJ/mol
max |F|	5.532	eV Å⁻¹
HOMO-LUMO gap (alpha / beta)	5.9925 / 6.5388	eV
E_HOMO (alpha / beta)	-8.0 / -8.6	eV

Geometry as XYZ:
```
72
Properties=species:S:1:pos:R:3:forces:R:3:lowdin_spin:R:1
Mn 0.71640 0.08605 3.51180 -0.05 -1.82 0.84 4.79
C 2.64701 -4.49513 0.15765 0.67 0.71 -0.60 0.00
C 2.61801 -3.17411 -0.06687 -0.25 -0.44 0.61 0.00
C 1.51235 -2.34685 -0.71472 1.06 -0.17 -0.44 0.00
C 0.16929 -2.07386 -0.02400 0.39 -0.41 -0.38 0.00
C -0.76411 -3.18066 0.38828 0.85 -0.02 1.09 0.00
C -0.54894 -4.48308 0.23509 -1.03 -0.28 -0.18 0.00
C 0.30207 -5.13870 -0.82129 0.13 -0.13 0.04 0.00
C 1.68395 -5.53838 -0.30214 0.08 -0.20 0.43 0.00
C -0.05776 -1.53413 4.71850 -1.21 0.98 -0.21 -0.01
H 3.53092 -4.96353 0.62733 -0.40 0.62 -0.16 0.00
H 3.47463 -2.55382 0.22080 -0.21 -0.47 0.23 0.00
H 1.37847 -2.71317 -1.74093 -0.25 0.16 0.18 0.00
H 2.01941 -1.37136 -0.82405 -0.63 -0.28 0.04 0.00
H 0.41241 -1.45597 0.84815 -0.24 -0.03 0.22 0.00
H -0.37029 -1.46560 -0.72155 -0.46 0.92 -0.45 0.00
H -1.55992 -2.83104 1.05731 0.30 -0.34 -0.09 0.00
H -1.16657 -5.19296 0.81039 0.12 0.48 -0.30 0.00
H 0.32350 -4.49586 -1.72703 0.10 -0.68 0.49 0.00
H -0.21071 -6.09879 -1.03875 0.23 0.63 -0.35 0.00
H 1.52933 -6.15189 0.59204 -0.12 -0.30 -0.13 0.00
H 2.22893 -6.17511 -1.01888 -0.29 0.10 0.08 0.00
H 0.09012 -2.18968 3.83728 -0.95 -0.08 0.32 0.01
H -1.08941 -1.50590 5.21915 1.68 -0.39 -0.89 0.02
H 0.81219 -1.80835 5.32278 -0.77 0.39 0.51 0.01
P -1.57640 1.01854 1.00006 -3.84 2.02 -2.74 0.02
P 1.71358 1.54034 -0.62727 0.54 1.36 -3.72 0.00
N -3.07751 0.36085 0.18393 0.35 -1.63 0.73 0.00
N -2.50597 2.38967 1.61811 0.87 0.34 1.18 0.00
N 1.43410 1.28390 -2.41129 -0.31 -1.14 0.10 0.00
N 2.87489 2.83736 -0.97983 0.48 0.64 1.03 0.00
C -1.06468 1.90605 -0.58796 0.12 -0.69 0.45 0.00
C 0.26993 2.62676 -0.45025 -0.49 0.32 0.12 0.00
C -3.69505 -0.81221 0.64564 -1.01 0.40 -1.18 0.00
C -4.86852 -1.03597 -0.08980 1.19 0.77 0.47 0.00
C -4.98975 0.04956 -1.02110 1.19 0.36 0.66 0.00
C -3.87955 0.87379 -0.83397 -0.40 -0.68 0.00 0.00
C -2.46651 2.69048 2.98112 -0.61 0.69 -0.57 0.01
C -3.24212 3.81301 3.20395 0.41 -0.60 -0.33 0.00
C -3.76628 4.23469 1.94475 0.66 -1.01 -0.41 0.00
C -3.30049 3.35184 0.98616 0.28 -0.01 0.78 0.00
C 1.68328 0.05948 -3.03791 -0.60 0.61 -1.43 0.00
C 1.18453 0.07965 -4.34462 0.24 0.83 1.53 0.00
C 0.60639 1.37928 -4.54527 0.32 0.20 1.43 0.00
C 0.75722 2.08418 -3.34724 0.09 -0.80 -0.61 0.00
C 3.20822 3.55072 -2.13938 0.11 0.29 0.59 0.00
C 3.98779 4.64089 -1.79061 -0.59 -1.08 0.40 0.00
C 4.14579 4.60990 -0.37164 -0.51 -0.38 0.20 0.00
C 3.43577 3.52582 0.10357 0.21 0.05 -0.95 0.00
H -1.81628 2.64817 -0.92409 0.36 -0.68 0.52 0.00
H -1.05759 1.10528 -1.34325 0.28 0.30 -0.01 0.00
H 0.27605 3.40558 -1.21966 0.44 -0.03 0.39 0.00
H 0.38808 3.11799 0.52371 -0.23 0.13 -0.04 0.00
H -3.25581 -1.37416 1.45212 -0.01 -0.04 0.02 0.00
H -5.55618 -1.86635 0.01529 0.20 0.16 0.10 0.00
H -5.79993 0.23747 -1.72214 0.34 -0.12 0.17 0.00
H -3.58907 1.76647 -1.36279 -0.18 -0.20 -0.04 0.00
H -1.88640 2.05830 3.63794 -0.18 0.08 0.13 0.01
H -3.42872 4.27872 4.15125 0.03 0.05 0.20 0.00
H -4.40300 5.07854 1.75190 -0.08 0.06 0.01 0.00
H -3.45625 3.31629 -0.08071 -0.15 0.16 0.34 0.00
H 2.24987 -0.71409 -2.56344 -0.02 -0.03 0.15 0.00
H 1.21668 -0.73857 -5.04113 0.11 -0.02 -0.07 0.00
H 0.14109 1.77595 -5.44468 0.16 -0.16 0.30 0.00
H 0.50909 3.11308 -3.12940 -0.06 -0.22 -0.07 0.00
H 2.84187 3.25811 -3.10834 0.17 -0.12 0.10 0.00
H 4.38827 5.36624 -2.47650 0.07 -0.01 -0.04 0.00
H 4.70056 5.30717 0.23674 -0.04 -0.02 -0.04 0.00
H 3.25006 3.16244 1.10379 0.25 0.07 0.03 0.00
S 2.72065 -1.32390 3.81553 1.16 0.17 -0.73 0.09
C 2.49040 -2.99146 3.61466 0.40 -4.76 -0.77 0.01
N 2.52663 -4.19397 3.47771 -0.43 5.47 0.70 0.03
```
Forces are in eV/Å.

=====

# 3
Molecular formula: C6H9N2O2
Method: DFT, the ωB97M-V functional and the def2-TZVPD basis

Results
lowest unoccupied orbital energy	3.81	eV
E	-13441.187	eV
energy above the lowest of the compared OMol25 structures with the same formula, charge and spin	441.6	kJ/mol
max |F|	3.615	eV Å⁻¹
total charge	-1
HOMO-LUMO gap	6.9755	eV
E_HOMO	-3.2	eV

Geometry as XYZ:
```
19
Properties=species:S:1:pos:R:3:forces:R:3:nbo_charge:R:1
C 2.36088 -0.15818 -0.53627 -3.19 0.56 0.69 0.94
C 0.64294 0.20553 0.54501 -0.14 0.23 -0.11 -0.13
C -0.62637 0.40652 -0.34342 0.26 -1.85 -1.02 0.00
C 0.62054 -0.59254 1.80315 3.13 0.43 0.49 -0.65
C -0.47518 -0.02596 -1.82066 2.37 -2.27 1.36 -0.65
C -1.99577 0.11629 0.21621 -1.84 2.65 -0.71 -0.59
N 0.65554 1.60931 0.63087 -1.58 0.68 -0.42 -0.17
N -0.33766 1.77468 -0.18437 1.57 3.16 0.77 -0.27
O 2.60874 0.76356 -1.23493 0.85 1.03 -0.64 -0.66
O 2.51052 -1.29990 -0.27932 1.62 -2.36 0.27 -0.68
H 1.62312 -0.38817 2.32502 -0.89 -0.60 -0.81 0.21
H 0.60962 -1.63142 1.51246 -0.11 -0.52 0.33 0.22
H -0.01958 -0.34739 2.62639 -1.37 0.14 0.03 0.18
H -1.40212 -0.52237 -2.13270 0.22 0.78 -0.83 0.20
H 0.32692 -0.88919 -1.76538 -1.63 1.40 -0.42 0.22
H 0.07565 0.77527 -2.35758 -1.15 -0.48 -0.23 0.25
H -2.87602 0.34966 -0.59617 2.09 0.05 1.95 0.18
H -2.11949 0.73631 1.16884 -0.21 -0.85 -1.33 0.22
H -2.18229 -0.88201 0.42285 0.00 -2.18 0.63 0.19
```
Forces are in eV/Å.

=====

# 4
Molecular formula: C12H23N4O7
Method: DFT, the ωB97M-V functional and the def2-TZVPD basis

Results
lowest unoccupied orbital energy	-4.63	eV
E	-33086.467	eV
max |F|	4.943	eV Å⁻¹
total charge	+1
HOMO-LUMO gap	7.5656	eV
E_HOMO	-12.2	eV

Geometry as XYZ:
```
46
Properties=species:S:1:pos:R:3:forces:R:3:nbo_charge:R:1
C 4.55949 1.80950 1.73811 1.06 -0.60 0.25 -0.29
O 4.74632 2.94728 0.80706 -2.88 -0.06 1.26 -0.55
C 3.45773 3.68709 0.77633 -0.08 0.66 -0.93 -0.09
C 3.29223 4.66947 2.07465 0.44 -0.11 0.22 -0.45
C 2.27064 4.13625 3.23797 -0.74 0.53 0.31 -0.46
C 0.80298 3.70226 2.58450 -2.70 -0.52 -1.33 0.01
C -0.02115 4.87095 1.78285 -2.12 -3.87 -0.14 -0.14
C -1.45124 4.50100 1.06580 2.68 -3.41 2.38 -0.21
C -1.97605 2.94201 1.19766 3.41 2.53 1.42 0.07
N -1.16529 1.94138 1.99197 1.34 3.11 -0.31 -0.50
C 0.15996 2.19736 2.67932 -0.70 4.33 -1.81 0.04
H 3.53350 1.81150 2.30340 1.95 0.20 -1.08 0.16
H 5.45244 1.87890 2.51894 -2.01 -0.41 -1.60 0.21
H 4.61904 0.81253 1.11751 0.00 1.90 1.29 0.21
H 2.62014 2.88281 0.63930 1.22 1.65 0.49 0.18
H 3.39066 4.39127 -0.18611 0.61 -1.73 2.02 0.21
H 4.38573 4.80324 2.53224 -2.47 -0.32 -0.90 0.26
H 2.93783 5.74207 1.75291 0.64 -2.16 0.49 0.22
H 2.06131 5.06743 3.95613 0.30 -2.13 -1.51 0.25
H 2.73682 3.29537 3.92410 -1.14 1.55 -1.65 0.25
H 0.38961 5.97334 1.70561 -0.86 -2.57 0.24 0.27
H -2.06826 5.29586 0.46225 1.33 -1.88 1.37 0.28
H -2.98481 2.64720 0.67617 2.35 0.15 1.39 0.28
H -1.54280 0.95056 2.04565 0.20 1.24 -0.26 0.48
H 0.77215 1.36994 3.28288 -1.99 1.73 -1.66 0.28
C -2.79917 -2.65818 0.53167 -0.24 0.01 0.34 -0.50
N -2.31341 -1.27534 0.78750 0.37 0.19 -0.67 0.54
O -2.78835 -0.67967 1.76136 0.95 0.13 -0.83 -0.42
O -1.46900 -0.82700 0.00328 -1.29 -0.22 1.58 -0.37
H -3.53466 -2.92121 1.29489 0.20 0.19 -0.15 0.24
H -3.25301 -2.66970 -0.46141 0.25 0.01 0.09 0.24
H -1.93606 -3.32525 0.58176 -0.28 0.37 -0.11 0.28
C -1.71444 -5.97724 -2.25551 0.01 -0.23 -0.22 -0.49
N -2.21895 -5.71969 -0.87972 -0.75 -0.34 0.56 0.53
O -3.32066 -6.19580 -0.58248 1.77 1.00 -0.12 -0.35
O -1.49459 -5.04674 -0.13712 -0.82 -1.22 -0.81 -0.41
H -2.44979 -6.57810 -2.79483 0.11 0.19 0.28 0.24
H -1.57546 -5.00968 -2.74216 0.08 -0.25 0.40 0.25
H -0.76874 -6.51555 -2.16438 -0.10 0.20 0.08 0.24
C -1.11444 -4.24647 -6.26320 -0.09 -0.18 -0.32 -0.48
N -1.61895 -3.98892 -4.88742 -0.42 0.24 0.50 0.52
O -2.72066 -4.46503 -4.59017 1.49 0.85 -0.20 -0.37
O -0.89459 -3.31597 -4.14481 -1.18 -0.98 -0.76 -0.38
H -1.84979 -4.84734 -6.80252 0.12 0.17 0.26 0.24
H -0.97546 -3.27891 -6.74985 0.10 -0.17 0.17 0.24
H -0.16874 -4.78478 -6.17207 -0.10 0.24 0.01 0.24
```
Forces are in eV/Å.

=====

# 5
Molecular formula: C11H32AsAuBr2O3SSi3
Method: DFT, the ωB97M-V functional and the def2-TZVPD basis

Results
lowest unoccupied orbital energy	-7.56	eV
E	-257140.186	eV
energy above the lowest of the compared OMol25 structures with the same formula, charge and spin	128.1	kJ/mol
max |F|	0.830	eV Å⁻¹
total charge	+2
HOMO-LUMO gap	7.5362	eV
E_HOMO	-15.1	eV

Geometry as XYZ:
```
54
Properties=species:S:1:pos:R:3:forces:R:3:nbo_charge:R:1
Au 0.92769 -1.88745 0.07105 0.82 -0.04 0.10 0.43
Br 3.16652 -3.25507 0.31045 -0.15 0.01 -0.10 0.08
C 2.90557 -4.08565 2.07489 -0.05 -0.05 0.01 -0.51
Br 1.14471 -3.75067 2.70969 -0.02 -0.02 0.04 0.14
H 3.64600 -3.65021 2.73275 0.00 0.01 -0.01 0.25
H 3.05216 -5.14725 1.92097 0.01 0.00 -0.01 0.26
C -3.80937 -3.26534 -0.25439 0.00 0.00 -0.01 -0.88
S -2.13496 -2.78270 -0.00195 -0.01 -0.04 0.03 2.38
O -1.28533 -3.35893 -1.00945 0.05 -0.05 0.05 -0.95
O -1.75111 -2.95101 1.37144 -0.07 0.03 0.04 -0.95
O -2.24716 -1.22727 -0.28304 -0.08 -0.03 -0.10 -1.00
H -3.98909 -4.12428 0.38861 0.04 -0.03 -0.02 0.28
H -3.93148 -3.53421 -1.29996 -0.02 0.05 -0.01 0.27
H -4.45858 -2.44025 0.02584 -0.01 -0.02 0.04 0.27
C 3.63421 0.42372 -1.70725 0.02 -0.01 -0.01 -1.23
Si 3.21028 1.36341 -0.20454 0.21 0.03 0.04 2.01
C 2.91797 3.15666 -0.30843 -0.02 0.02 -0.02 -1.24
C 3.42200 0.64335 1.45688 -0.01 -0.01 0.01 -1.23
As -0.70177 -0.19782 -0.15591 -0.70 0.13 -0.03 0.17
Si -1.33991 0.92249 1.89487 0.05 0.05 0.07 1.48
C -0.66508 -0.17421 3.22976 -0.01 -0.01 0.00 -1.14
C -3.18951 0.98964 1.84393 0.00 0.02 -0.04 -1.13
C -0.52409 2.60219 1.83009 0.02 -0.02 -0.02 -1.14
Si -1.07923 0.74407 -2.34909 0.03 0.03 -0.08 1.48
C -2.91213 0.99844 -2.43854 0.02 0.05 0.02 -1.13
C -0.42694 -0.58659 -3.46602 -0.02 -0.01 0.00 -1.14
C -0.11399 2.34253 -2.44086 0.02 -0.01 0.01 -1.14
H 4.72748 0.30582 -1.70068 0.00 0.00 0.00 0.31
H 3.36197 0.94044 -2.62651 -0.02 0.00 0.00 0.29
H 3.20832 -0.58045 -1.69338 -0.01 0.01 -0.01 0.29
H 3.92882 3.59604 -0.32305 0.00 0.00 0.00 0.31
H 2.40940 3.56649 0.56370 -0.02 -0.01 -0.01 0.29
H 2.42803 3.47378 -1.22774 -0.02 -0.01 0.00 0.29
H 4.24981 1.17663 1.94218 0.00 0.01 0.00 0.30
H 3.64382 -0.42154 1.43651 -0.02 0.00 -0.01 0.28
H 2.53725 0.82551 2.07330 0.00 -0.02 0.00 0.29
H -1.15118 -1.15091 3.19092 0.01 0.00 0.00 0.28
H -0.85553 0.26249 4.21339 -0.02 0.01 -0.01 0.27
H 0.41187 -0.32872 3.13301 0.00 0.00 0.00 0.24
H -3.61295 -0.00781 1.96172 -0.01 0.00 -0.01 0.26
H -3.57724 1.42632 0.92305 0.01 0.00 0.00 0.25
H -3.54201 1.60580 2.67540 0.01 -0.01 0.01 0.27
H 0.53699 2.55502 2.08679 0.01 -0.01 -0.02 0.23
H -0.99848 3.24845 2.57309 0.02 0.00 0.02 0.28
H -0.63719 3.09490 0.86288 -0.02 0.01 0.01 0.24
H -3.44313 0.04810 -2.47242 0.00 0.00 0.02 0.27
H -3.14149 1.54838 -3.35535 0.00 -0.02 -0.01 0.27
H -3.29748 1.58480 -1.60322 0.00 0.00 0.00 0.25
H -0.79177 -1.56878 -3.15583 0.00 0.00 -0.01 0.27
H 0.66475 -0.61132 -3.46508 0.00 -0.02 0.02 0.24
H -0.75493 -0.42063 -4.49504 -0.01 0.03 0.00 0.28
H -0.14634 2.92090 -1.51568 -0.02 0.00 0.00 0.24
H -0.55317 2.97126 -3.21953 0.02 -0.01 -0.02 0.28
H 0.92703 2.17141 -2.72423 0.00 -0.01 0.02 0.23
```
Forces are in eV/Å.

=====

# 6
Molecular formula: C3H3NO3
Method: DFT, the ωB97M-V functional and the def2-TZVPD basis

Results
SMILES	O=c1ccon1O
lowest unoccupied orbital energy	0.44	eV
E	-10786.893	eV
energy above the lowest of the compared OMol25 structures with the same formula, charge and spin	560.3	kJ/mol
max |F|	8.418	eV Å⁻¹
HOMO-LUMO gap	9.8852	eV
E_HOMO	-9.4	eV

Geometry as XYZ:
```
10
Properties=species:S:1:pos:R:3:forces:R:3:nbo_charge:R:1
C 0.54552 -0.72037 0.97132 -4.59 -5.15 4.82 0.23
C 1.26236 0.15892 0.38335 4.85 3.00 1.01 -0.50
C 0.55730 0.86468 -0.64782 -2.00 -3.22 2.24 0.69
H -2.64301 -0.16717 -1.12493 -1.11 0.20 0.41 0.47
H 0.63349 -1.26307 2.07032 0.61 1.32 -3.23 0.22
H 2.31030 0.43761 0.91473 -2.62 -0.45 -1.97 0.26
N -1.05381 0.27891 -0.26677 1.43 -0.88 -0.35 0.03
O -1.72817 -0.18857 -1.35663 1.48 0.39 -0.86 -0.54
O -0.72701 -1.03394 0.50595 2.06 2.77 -0.03 -0.41
O 0.84303 1.63299 -1.44952 -0.12 2.01 -2.04 -0.47
```
Forces are in eV/Å.